The following is a DFT calculation (ωB97M-V with the def2-TZVPD basis set) of 2 unconnected molecules or ions with the total composition C6H12O.

CARTESIAN COORDINATES (ANGSTROEM)
C: -1.9764 -0.3277 -2.0526
C: -3.3037 -0.3681 -2.5067
C: -1.4367 -1.3478 -1.0216
C: -0.2249 -0.8460 -0.3078
C: 0.4935 -1.3487 0.7016
C: 1.3432 -0.4563 1.5834
H: -1.1767 0.2454 -2.5187
H: -3.6795 -0.5111 -3.5303
H: -4.0547 -0.7528 -1.7935
H: -2.2530 -1.5515 -0.3391
H: -1.3318 -2.2378 -1.6554
H: -0.1658 0.2551 -0.3417
H: 0.7432 -2.4007 0.8120
H: 1.9007 0.2868 1.0097
H: 0.7440 0.0807 2.3326
H: 2.0441 -1.0222 2.2093
H: 3.5641 3.5675 2.6632
H: 4.3573 4.8448 2.4325
O: 4.4131 3.8903 2.3231

## Properties
max |F|: 0.0429 Eh/bohr
E_tot: -8460.1300 eV
<S²>: 0.75
energy relative to the best compared isomer or geometry (same formula, charge and spin): 62.4 kcal per mole
HOMO-LUMO gap (alpha / beta): 0.06640 / 0.17519 Ha
total charge: -1
2S+1: 2
M: 100.16 g/mol

Charges obtained by Mulliken population analysis, quoted in units of e: -0.60, -0.77, -0.33, -0.49, -0.02, -1.11, 0.28, 0.10, 0.16, 0.18, 0.07, 0.29, 0.36, 0.31, 0.24, 0.34, 0.33, 0.32, -0.65